[1]
This record from the OMol25 dataset describes C27H35BrN3NaO6 as an isolated structure in a non-equilibrium geometry. The level of theory is wB97M-V/def2-TZVPD.

Energy above the lowest of the compared OMol25 structures with the same formula, charge and spin   0.0 kcal per mole
Frontier orbital gap   0.21948 Eh

The geometry in ORCA input format:
```
! RIJCOSX wB97M-V def2-TZVPD def2/J DEFGRID3
* xyz -2 1
Na 0.396 1.127 1.232
O 0.599 4.267 3.319
C 0.284 3.892 4.647
C 1.001 2.629 5.089
N 0.682 1.466 4.295
C -0.699 1.039 4.316
C -1.624 1.825 3.340
O -2.807 1.965 3.666
O -1.044 2.246 2.283
C 1.750 0.473 4.277
C 2.737 0.880 3.170
O 3.830 1.412 3.510
O 2.312 0.736 1.999
H 0.123 3.618 2.754
H -0.801 3.784 4.773
H 0.607 4.702 5.306
H 0.770 2.460 6.162
H 2.076 2.800 5.004
H -1.146 1.079 5.319
H -0.736 -0.002 3.982
H 1.324 -0.498 4.021
H 2.261 0.395 5.245
C -4.372 -2.420 -4.547
C -2.854 -2.275 -4.735
C -2.611 -1.369 -5.942
C -2.269 -3.658 -5.057
C -2.216 -1.713 -3.464
C -1.500 -0.520 -3.425
C -0.953 -0.074 -2.237
Br 0.008 1.571 -2.212
C -1.053 -0.760 -0.993
O -0.509 -0.323 0.068
C -1.810 -1.986 -1.047
C -2.341 -2.411 -2.254
C -1.997 -2.785 0.249
C -2.739 -1.930 1.289
C -0.626 -3.204 0.809
C -2.815 -4.059 0.031
H -4.848 -2.787 -5.466
H -4.816 -1.456 -4.286
H -4.605 -3.121 -3.742
H -3.066 -1.813 -6.833
H -1.543 -1.239 -6.136
H -3.050 -0.378 -5.794
H -2.708 -4.066 -5.977
H -2.460 -4.363 -4.246
H -1.186 -3.589 -5.189
H -1.359 0.086 -4.311
H -2.896 -3.343 -2.267
H -2.197 -1.010 1.496
H -2.863 -2.492 2.224
H -3.733 -1.661 0.919
H -0.005 -2.328 0.997
H -0.107 -3.852 0.095
H -0.757 -3.761 1.745
H -3.816 -3.841 -0.352
H -2.930 -4.572 0.991
H -2.323 -4.749 -0.662
N 4.026 2.958 1.382
C 2.957 3.704 0.982
N 2.887 3.920 -0.308
C 3.993 3.241 -0.813
C 4.438 3.111 -2.127
C 5.559 2.333 -2.366
C 6.229 1.682 -1.315
C 5.801 1.805 -0.004
C 4.687 2.607 0.226
H 4.014 2.377 2.238
H 2.236 4.070 1.706
H 3.897 3.590 -2.936
H 5.914 2.203 -3.382
H 7.089 1.061 -1.538
H 6.302 1.292 0.808
*
```

Löwdin population analysis, charges in e, atoms 1 to 8: atom 1 (Na): 0.3530, atom 2 (O): -0.0893, atom 3 (C): -0.2467, atom 4 (C): -0.1786, atom 5 (N): -0.1621, atom 6 (C): -0.1028, atom 7 (C): -0.6670, atom 8 (O): -0.0278


[2]
This record from the OMol25 dataset describes a 2-piece molecular cluster, C5H8N2O overall in a non-equilibrium geometry. The level of theory is wB97M-V/def2-TZVPD.

Energy above the lowest of the compared OMol25 structures with the same formula, charge and spin   177.6 kcal per mole
Frontier orbital gap   0.32188 Eh

The geometry in ORCA input format:
```
! RIJCOSX wB97M-V def2-TZVPD def2/J DEFGRID3
* xyz 0 1
C 1.793 -0.661 -0.236
C 0.427 1.452 -0.606
C -1.285 0.804 0.582
C -1.362 -0.678 0.172
C -0.044 -0.162 0.890
H 2.724 -0.836 0.522
H 0.906 -1.833 -0.096
H 2.246 -0.593 -1.355
H 1.197 2.064 -1.117
H -2.061 1.151 1.154
H -1.851 -1.434 0.916
H -2.196 -0.418 -1.514
H 0.586 -0.096 1.977
N 0.962 0.524 0.140
N -0.767 1.594 -0.384
O -1.274 -0.878 -1.046
*
```

natural (NBO) population analysis, charges in e, atoms 1 to 8: atom 1 (C): -0.4249, atom 2 (C): 0.2883, atom 3 (C): -0.1350, atom 4 (C): 0.1066, atom 5 (C): -0.1297, atom 6 (H): 0.2126, atom 7 (H): 0.2066, atom 8 (H): 0.2200


[3]
This record from the OMol25 dataset describes a 2-piece molecular cluster, C11H11NO2 overall in a non-equilibrium geometry. The level of theory is wB97M-V/def2-TZVPD.

Energy above the lowest of the compared OMol25 structures with the same formula, charge and spin   71.5 kcal per mole
Frontier orbital gap (alpha / beta)   0.21717 / 0.25283 Eh

The geometry in ORCA input format:
```
! RIJCOSX wB97M-V def2-TZVPD def2/J DEFGRID3
* xyz 0 3
C 2.116 -3.461 -2.018
C 2.055 -2.558 -0.951
C 1.066 -3.608 -2.957
C 0.904 -1.728 -0.852
C 0.041 -2.729 -2.918
C -0.120 -1.880 -1.832
C -1.305 -1.143 -1.635
C -0.569 1.837 1.188
C -0.564 2.637 2.231
C -1.804 2.934 2.930
C 0.664 3.470 2.501
N -2.176 -0.423 -1.805
O -0.561 1.021 0.351
O -3.183 0.233 -1.840
H 2.998 -4.221 -1.966
H 2.857 -2.483 -0.290
H 1.058 -4.202 -3.858
H 0.914 -1.154 0.058
H -0.895 -2.783 -3.516
H -2.098 2.224 3.789
H -2.726 2.971 2.245
H -1.691 4.071 3.326
H 1.526 2.761 2.842
H 0.405 4.118 3.339
H 1.088 4.095 1.636
*
```

natural (NBO) population analysis, charges in e, atoms 1 to 8: atom 1 (C): -0.1931, atom 2 (C): -0.2156, atom 3 (C): -0.2237, atom 4 (C): -0.1506, atom 5 (C): -0.1789, atom 6 (C): -0.1430, atom 7 (C): 0.1994, atom 8 (C): 0.3614


[4]
This record from the OMol25 dataset describes a 2-piece molecular cluster, C5H13NO overall in a non-equilibrium geometry. The level of theory is wB97M-V/def2-TZVPD.

Structure (SMILES)   C=C(CC)NC.O
Energy above the lowest of the compared OMol25 structures with the same formula, charge and spin   75.8 kcal per mole
Frontier orbital gap   0.31657 Eh

The geometry in ORCA input format:
```
! RIJCOSX wB97M-V def2-TZVPD def2/J DEFGRID3
* xyz 0 1
C -1.005 0.685 1.659
C 0.060 0.370 0.910
C 0.129 -1.113 0.525
C 1.382 -1.789 1.200
N 0.765 1.301 0.212
C 0.958 0.987 -1.303
H -1.310 1.715 1.604
H -1.859 0.207 2.149
H 0.034 -1.145 -0.577
H -0.745 -1.677 1.035
H 1.018 -1.733 2.239
H 2.146 -1.017 1.091
H 1.888 -2.667 0.991
H 0.338 2.269 0.170
H 1.710 1.580 -1.740
H 1.482 -0.119 -1.234
H 0.012 1.076 -1.923
O -2.001 0.490 -2.457
H -2.879 0.786 -2.719
H -2.124 -0.208 -1.832
*
```

natural (NBO) population analysis, charges in e, atoms 1 to 8: atom 1 (C): -0.5222, atom 2 (C): 0.1954, atom 3 (C): -0.4336, atom 4 (C): -0.6236, atom 5 (N): -0.6194, atom 6 (C): -0.4372, atom 7 (H): 0.1704, atom 8 (H): 0.2147


[5]
This record from the OMol25 dataset describes C4H7HgO as an isolated structure in a non-equilibrium geometry. The level of theory is wB97M-V/def2-TZVPD.

Frontier orbital gap (alpha / beta)   0.22774 / 0.18683 Eh

The geometry in ORCA input format:
```
! RIJCOSX wB97M-V def2-TZVPD def2/J DEFGRID3
* xyz 2 2
C -1.544 0.071 0.361
C -0.061 0.146 0.610
C 1.014 -0.777 0.228
O 2.206 -0.458 -0.198
Hg 3.223 -0.352 -1.728
H -1.888 -0.839 -0.140
H 0.191 0.628 1.562
H -2.178 0.446 1.165
H 0.336 -1.292 -0.611
C -0.824 1.069 -0.476
H -0.709 0.840 -1.536
H -0.909 2.127 -0.231
H 1.143 -1.611 0.993
*
```

natural (NBO) population analysis, charges in e, atoms 1 to 8: atom 1 (C): -0.3092, atom 2 (C): -0.2757, atom 3 (C): -0.0432, atom 4 (O): -0.7569, atom 5 (Hg): 1.6392, atom 6 (H): 0.2554, atom 7 (H): 0.3876, atom 8 (H): 0.2944